This record from OMol25 describes a structure of composition C8H26B2O29 at a distorted geometry. The level of theory is wB97M-V/def2-TZVPD.

CARTESIAN COORDINATES (ANGSTROEM)
1 O -2.15 -0.02 1.59
2 C -1.71 -0.91 2.30
3 O -1.39 -2.05 1.85
4 B -0.44 -2.61 2.84
5 O -0.48 -1.77 4.01
6 C -1.14 -0.80 3.65
7 O -1.54 0.10 4.43
8 O 0.95 -2.65 2.37
9 C 1.30 -3.83 2.24
10 O 2.35 -4.18 1.73
11 C 0.22 -4.69 2.61
12 O -0.73 -4.04 3.09
13 O 0.31 -5.90 2.49
14 O 0.86 -2.15 -0.27
15 C 1.11 -0.97 -0.19
16 O 0.29 -0.06 -0.06
17 B 1.03 1.08 0.50
18 O 2.44 0.68 0.56
19 C 2.48 -0.49 0.12
20 O 3.49 -0.93 -0.39
21 O 0.86 2.20 -0.42
22 C 0.15 3.02 0.24
23 O -0.38 3.96 -0.33
24 C 0.07 2.65 1.59
25 O 0.54 1.52 1.79
26 O -0.28 3.41 2.49
27 O -1.77 -4.23 0.30
28 H -1.58 -3.33 0.72
29 H -2.41 -4.65 0.90
30 O 0.84 0.26 -2.98
31 H 1.71 0.65 -2.84
32 H 0.24 0.86 -2.52
33 O -1.83 -1.92 -1.46
34 H -2.51 -1.38 -1.98
35 H -1.09 -1.47 -1.10
36 O 3.60 -3.55 -0.88
37 H 3.29 -3.97 -0.08
38 H 3.77 -2.61 -0.65
39 O -1.49 1.58 -2.32
40 H -1.80 1.93 -1.49
41 H -1.45 2.31 -2.97
42 O 0.85 -4.30 -1.67
43 H 0.17 -4.94 -1.89
44 H 0.48 -3.70 -0.98
45 O -3.16 4.75 0.98
46 H -3.89 4.86 0.37
47 H -2.38 4.99 0.44
48 O -1.35 6.35 -1.03
49 H -1.98 6.18 -1.69
50 H -0.95 5.47 -0.92
51 O -2.79 2.14 0.02
52 H -2.52 1.33 0.56
53 H -2.78 2.94 0.56
54 O 3.57 0.33 -3.05
55 H 4.11 0.77 -3.72
56 H 4.30 0.18 -2.45
57 O 2.32 -2.10 -3.21
58 H 1.45 -1.79 -3.32
59 H 2.82 -1.29 -3.13
60 O 1.35 3.55 -2.80
61 H 1.25 3.20 -1.92
62 H 0.55 3.39 -3.26
63 O -2.73 2.27 3.49
64 H -2.39 1.47 3.87
65 H -2.01 2.89 3.28

Summary:
* LUMO energy: 4.0 eV
* charge: -2
* gap between HOMO and LUMO: 8.0 eV
* calculated total energy: -69460.5658 eV
* energy relative to the best compared isomer or geometry (same formula, charge and spin): 108.7 kcal per mole

Results of the natural (NBO) charge analysis, in e, for atoms 1 through 6:
1 O -0.59
2 C 0.71
3 O -0.63
4 B 1.14
5 O -0.58
6 C 0.67

This record from OMol25 describes a structure of composition C8H26Cl3F3N3O7S at a distorted geometry. The level of theory is wB97M-V/def2-TZVPD.

CARTESIAN COORDINATES (ANGSTROEM)
1 N -2.66 1.86 -1.65
2 H -2.50 1.69 -2.64
3 H -2.28 1.11 -1.03
4 H -3.67 1.85 -1.51
5 H -2.22 2.76 -1.32
6 N -4.45 -1.08 1.14
7 H -3.50 -0.74 0.72
8 H -5.11 -0.51 0.61
9 H -4.62 -0.91 2.12
10 H -4.63 -2.05 0.89
11 N -1.45 1.98 2.03
12 H -1.03 1.54 2.85
13 H -1.78 1.27 1.36
14 H -0.84 2.71 1.59
15 H -2.23 2.55 2.37
16 C -1.56 -1.28 -0.54
17 O -2.09 -0.18 0.16
18 H -1.87 -2.24 -0.11
19 H -1.87 -1.32 -1.60
20 H -0.47 -1.25 -0.63
21 C -0.07 4.18 0.11
22 O 0.74 3.04 0.41
23 O -1.35 3.87 -0.10
24 C 0.21 5.16 1.23
25 F 1.50 5.46 1.36
26 F -0.50 6.28 1.05
27 F -0.21 4.68 2.46
28 C 0.89 1.99 -0.54
29 C 1.84 1.03 0.21
30 H 1.86 0.08 -0.34
31 H 2.86 1.42 0.20
32 H 1.53 0.85 1.23
33 H 1.29 2.28 -1.51
34 H -0.10 1.54 -0.62
35 H 0.30 4.68 -0.81
36 C 1.76 -1.79 -2.54
37 Cl 0.52 -2.53 -3.51
38 Cl 1.84 -0.07 -2.97
39 Cl 3.40 -2.44 -2.85
40 H 1.59 -1.99 -1.49
41 C 3.13 -3.22 1.07
42 C 1.77 -3.87 0.68
43 O 1.97 -4.44 -0.60
44 S 3.42 -5.15 -0.55
45 O 4.00 -5.29 -1.82
46 O 3.37 -6.25 0.33
47 O 4.06 -3.87 0.18
48 H 3.51 -3.37 2.08
49 H 3.19 -2.17 0.79
50 H 0.97 -3.14 0.68
51 H 1.53 -4.67 1.39

Summary:
* LUMO energy: -4.0 eV
* charge: +1
* gap between HOMO and LUMO: 7.3 eV
* calculated total energy: -84066.9760 eV

Results of the natural (NBO) charge analysis, in e, for atoms 1 through 6:
1 N -0.92
2 H 0.43
3 H 0.47
4 H 0.41
5 H 0.50
6 N -0.91

This record from OMol25 describes a structure of composition C8H26F2NO14P2S2Ti at a distorted geometry. The level of theory is wB97M-V/def2-TZVPD.

CARTESIAN COORDINATES (ANGSTROEM)
1 Ti 1.31 -0.16 -0.45
2 N 2.59 -1.02 1.18
3 S 2.51 -0.80 2.72
4 O 2.16 0.57 3.20
5 O 3.20 -1.73 3.63
6 F 0.93 -1.35 2.78
7 S 4.27 -0.88 1.25
8 O 5.02 -2.11 1.50
9 O 4.83 0.37 1.70
10 F 4.50 -0.72 -0.37
11 C 2.94 2.32 -1.27
12 O 2.44 1.27 -2.01
13 H 3.82 2.79 -1.71
14 H 2.12 3.01 -1.11
15 H 3.26 1.95 -0.29
16 H 2.64 1.38 -2.95
17 C 1.48 -4.12 0.26
18 O 1.91 -3.01 -0.45
19 H 2.28 -4.29 0.98
20 H 0.58 -3.91 0.83
21 H 1.29 -4.99 -0.37
22 H 2.06 -2.27 0.15
23 C 1.27 3.89 2.11
24 O 0.68 3.56 0.85
25 P -0.43 2.43 0.69
26 O 0.04 1.05 0.98
27 O -1.68 2.89 1.62
28 C -2.40 4.11 1.32
29 O -0.99 2.74 -0.83
30 C -2.14 2.14 -1.23
31 H 0.91 3.13 2.81
32 H 0.92 4.89 2.35
33 H 2.36 3.96 2.10
34 H -2.15 4.72 0.45
35 H -2.32 4.82 2.15
36 H -3.46 3.92 1.22
37 H -2.64 1.50 -0.50
38 H -1.99 1.56 -2.14
39 H -2.83 2.93 -1.51
40 C -2.14 -1.24 1.14
41 O -2.78 -1.19 -0.12
42 P -2.00 -1.62 -1.51
43 O -0.68 -0.89 -1.66
44 O -1.83 -3.26 -1.33
45 C -2.93 -4.07 -0.87
46 O -3.12 -1.41 -2.63
47 C -2.66 -1.53 -3.95
48 H -1.11 -1.59 1.09
49 H -2.78 -1.88 1.75
50 H -2.12 -0.23 1.56
51 H -2.46 -4.73 -0.14
52 H -3.42 -4.65 -1.65
53 H -3.67 -3.52 -0.30
54 H -2.90 -0.61 -4.46
55 H -3.11 -2.40 -4.44
56 H -1.59 -1.71 -4.06

Summary:
* ⟨S²⟩: 6.0190
* multiplicity: 5
* LUMO energy (alpha / beta): -3.0 / -7.7 eV
* charge: +1
* gap between HOMO and LUMO (alpha / beta): 6.4 / 5.2 eV
* calculated total energy: -107661.7200 eV

Results of the natural (NBO) charge analysis, in e, for atoms 1 through 6:
1 Ti 1.49
2 N -1.23
3 S 2.12
4 O -0.59
5 O -0.61
6 F -0.52

Question: Which of these has the highest calculated total energy?
Answer: C8H26B2O29

Question: Which value of calculated total energy does entry 2 give?
Answer: -84066.9760 eV